1.
DFT (wB97M-V/def2-TZVPD) results for one molecule with the formula H2N2 in a non-equilibrium geometry.

Structure (XYZ):
```
4
Properties=species:S:1:pos:R:3:forces:R:3
N -0.68075 -0.42474 0.01037 -2.395 -0.603 -0.452
H -0.92402 0.51617 -0.04729 -1.901 2.751 0.264
N 0.50414 -0.45214 -0.01382 4.757 -3.711 0.495
H 1.10063 0.36071 0.05074 -0.462 1.563 -0.307
```
Forces are in eV/Å.

Its HOMO energy is -9.11 eV. The total energy is -3010.283 eV. Its SMILES is [H]/N=N\[H]. The total charge is 0. As for the frontier orbital gap: 10.26 eV. For the energy above the lowest of the compared OMol25 structures with the same formula, charge and spin, the calculation gives 9.98 kcal per mole.

---

2.
DFT (wB97M-V/def2-TZVPD) results for an isolated ion of composition CH5O3Si and charge +1 in a non-equilibrium geometry.

Structure (XYZ):
```
10
Properties=species:S:1:pos:R:3:forces:R:3
H -0.13505 -1.59562 1.46557 0.041 -1.960 2.228
O -1.53372 -0.47831 -0.37892 0.230 0.828 -0.699
Si -0.17340 -0.81068 0.37166 0.280 3.509 -2.423
H 1.04229 1.26672 -0.50672 -1.088 1.700 -0.956
H -3.93788 0.50947 -1.03073 -1.457 -0.793 -3.406
O -2.91658 -0.51289 0.08873 -0.836 -1.290 0.687
O -3.55046 0.64038 -0.21589 2.162 1.049 3.284
C 1.22266 0.30284 -0.17620 -0.160 -3.560 -1.147
H 1.83865 0.39832 0.65133 1.375 -0.008 1.972
H 1.85222 -0.25210 -0.92581 -0.546 0.525 0.460
```
Forces are in eV/Å.

Its HOMO energy is -16.08 eV. The total energy is -15124.775 eV. The total charge is +1. As for the frontier orbital gap: 9.81 eV. For the energy above the lowest of the compared OMol25 structures with the same formula, charge and spin, the calculation gives 55.17 kcal per mole.

---

3.
DFT (wB97M-V/def2-TZVPD) results for a 15-piece molecular cluster, C44H80N8O21 overall in a non-equilibrium geometry.

Structure (XYZ):
```
153
Properties=species:S:1:pos:R:3:forces:R:3
H 3.52754 2.28071 -2.24930 0.000 1.078 0.177
H -0.85106 3.99702 -5.91712 0.103 -0.046 -0.517
H -5.28969 -6.41552 3.61169 -0.068 0.716 -0.540
N 5.74781 2.87363 1.76010 -0.502 1.577 -1.975
C -5.76080 4.83410 1.13360 0.390 0.127 0.674
H 0.06031 -4.51691 4.54312 -0.007 0.597 0.687
C 1.03515 0.58416 3.59269 1.232 -2.143 -1.324
H -1.71704 -0.03943 4.90391 -1.143 -0.458 0.371
C -4.51998 -4.61862 2.53740 0.485 -0.515 -0.606
C 3.44940 -3.12537 0.77490 0.071 -0.198 -0.210
H 3.11803 -2.82445 -4.51696 -0.046 -0.189 -0.280
O 1.96358 -2.75716 -2.05909 -1.580 -2.384 -1.592
N 0.90545 3.75185 -3.13591 -0.108 0.866 0.491
C 8.07187 0.88946 -0.65115 -1.145 0.160 1.231
H 4.22411 1.43829 -3.69008 -0.453 -0.201 0.497
O -2.73476 2.10506 2.67493 0.975 -1.536 -1.303
C -4.28113 5.00601 1.18387 3.157 -0.455 0.010
C 1.08855 -0.20865 -0.18987 0.858 -1.236 -0.073
N 2.19761 3.70973 0.05491 -1.012 -0.042 0.493
O 4.67617 0.61414 -1.77282 1.410 1.062 0.017
N -1.16078 0.47167 0.90857 0.885 -0.543 -0.188
H 6.03582 5.12945 -0.51215 -0.445 -0.219 0.399
C 1.28964 3.69450 0.77223 0.671 0.149 0.520
C -2.06976 1.78320 -2.04230 0.493 1.794 -0.552
C 0.38993 4.49150 -2.41248 -0.785 -0.136 0.249
O -3.87984 1.63630 -5.09266 0.903 -0.391 1.253
H -6.40507 1.51774 2.00074 1.083 -0.073 0.318
O -2.84832 1.43910 -3.15360 -1.376 -0.918 -2.730
H -6.09622 4.04813 0.43353 0.366 0.644 0.143
H -1.43359 0.96453 -1.86018 0.352 -1.252 0.511
C 3.87043 -6.79025 4.72673 1.537 -2.473 1.054
H 1.86296 -1.59745 -4.45970 -0.178 -0.254 0.516
H -4.83426 -4.81442 1.47840 -0.240 0.359 1.120
H -0.13457 -2.97811 3.50686 -0.082 -0.730 0.226
H 5.06852 -1.87834 0.49208 1.097 0.795 0.649
C 2.06846 -2.63472 -4.74555 -0.567 0.930 -0.764
C -1.00425 -0.50032 4.26525 2.439 0.483 0.165
C -2.96194 2.16274 -0.94215 -1.084 -0.591 1.774
C 3.95421 0.88003 3.40662 0.541 -0.656 0.558
C -2.48910 -2.21495 -2.42538 0.985 0.289 -0.336
H -3.61691 1.30136 -0.74175 -0.258 0.289 -0.193
C -0.08330 2.11786 -6.31575 1.003 -0.409 0.741
C -2.14278 -1.99303 -4.82370 0.209 1.690 0.262
H 2.60834 1.44234 1.81914 0.409 -0.034 0.069
C -2.18576 3.13801 5.10123 -1.919 1.774 0.429
H 1.40902 -1.14337 0.32925 -0.130 0.481 -0.602
H -1.37520 5.59671 -2.05037 -0.009 0.289 -0.272
C 5.47823 3.57166 0.86146 0.778 -0.926 1.159
H -3.37217 -0.89836 0.13418 -0.461 -0.583 -0.084
H -4.36683 -3.56964 2.76220 -0.880 0.275 -0.238
O 6.25287 2.15491 -2.31173 -0.088 -0.065 0.406
N 4.59063 -7.65722 5.07838 -2.186 2.841 -1.191
H 0.35395 -3.64035 -0.22377 -0.017 -0.162 -0.224
H 8.53119 -0.85335 0.43040 -0.741 -0.212 0.715
H 0.87367 -0.41240 -1.24728 0.098 -0.164 0.267
C -5.32415 1.36537 2.27160 -0.755 0.195 -0.828
O -2.75862 -2.55462 -3.66152 -0.490 -0.667 -0.938
H -1.34182 3.02083 4.47104 0.709 -0.162 -0.504
H 3.24222 -4.77129 4.59540 0.163 0.340 0.224
H -0.07770 6.01434 -0.92793 0.478 0.456 0.520
H -0.20496 -5.34507 -0.52098 -0.750 -0.197 0.085
H 3.80799 -0.16677 3.19870 -0.340 -0.248 -0.004
O 0.32705 -4.36424 -2.24496 0.300 0.096 0.717
H -4.32610 3.13481 -6.39818 -0.320 1.106 -0.119
C 1.25059 -3.54850 -2.72949 1.138 2.858 0.995
H -2.31747 -2.69289 -5.60778 -0.370 -0.492 -0.492
C -3.98062 2.13479 -6.41974 0.608 -0.189 0.424
H -2.14922 4.05064 5.75657 0.258 -0.883 -0.793
O -3.42569 3.33615 4.34415 -0.606 0.512 0.944
H -5.46737 -0.70381 2.56744 -0.282 -0.664 -0.701
H 0.88095 -4.36012 3.02810 0.384 0.281 -0.131
C -5.36170 -5.30433 3.60069 -0.144 -0.265 1.109
H -1.41184 2.58612 -2.30020 0.388 0.690 -0.381
H -6.24442 5.79556 1.01471 0.007 0.184 -0.822
C 5.90857 1.18524 -1.67166 -0.278 -0.225 -1.117
C 5.20444 4.42840 -0.31960 1.227 -0.750 0.336
O -1.65323 -1.42271 -2.07645 0.358 0.373 0.261
H -3.24500 -3.95359 -0.00988 0.180 -0.138 0.709
O -2.56957 -3.50402 3.93381 0.243 1.327 0.519
H 4.92137 1.12304 3.03883 0.712 0.514 -0.455
H -0.10668 3.79115 -7.59491 0.004 0.090 0.855
C -2.27342 -4.35257 3.15172 0.588 -2.068 -0.105
H 8.71202 0.55150 -1.43855 0.029 0.144 -0.912
H 3.61375 -1.41256 -0.43236 0.158 0.249 0.035
C -0.14143 0.17304 0.45286 -0.867 0.895 0.372
O -3.16020 -5.11032 2.50685 0.626 -0.351 -0.318
H 7.98483 0.62422 1.44134 -0.462 -0.198 1.228
H 8.00917 1.96828 -0.53666 0.486 0.073 -0.278
H 4.26240 4.89670 -0.17614 -0.653 0.576 -0.024
C 3.78338 1.34764 -2.68408 0.585 -1.401 0.775
H 0.86624 4.00426 -6.08014 0.609 -0.176 0.039
H 2.10251 -2.06904 -6.85137 0.131 0.235 -0.182
H -4.07418 -0.07176 3.33139 -0.216 0.383 0.190
C 0.20656 3.62173 1.77140 -0.235 -0.039 -0.703
H -5.76815 0.17139 3.97312 0.225 0.152 0.584
O 1.59408 1.77155 3.58030 2.104 -0.141 -0.488
H 5.16603 3.76947 -1.18290 -0.167 0.028 -0.089
O 1.51025 -0.44616 3.10322 -0.792 1.030 0.432
O -0.10405 0.66632 4.17757 -1.997 -0.068 0.979
H 3.10935 2.88773 2.76813 0.287 -2.179 0.279
H -2.44087 2.23312 0.00506 0.356 0.334 0.108
H -0.97840 4.46115 -0.85941 -0.043 -0.261 0.770
H -1.05965 -1.81464 -4.80076 -0.232 -0.208 0.758
C 0.47045 -4.56459 -0.79197 1.792 -0.387 -1.005
H -3.02106 2.07139 -6.91325 0.294 0.044 -0.156
C 8.53845 0.21481 0.64237 0.221 -0.163 -2.571
O -3.23262 -2.95947 -1.62930 -0.630 0.074 -0.741
H -0.43964 -1.33554 4.74715 -0.710 0.674 -0.365
O 6.68014 0.47076 -0.87927 0.276 -0.727 0.433
H 1.87494 -5.92991 4.81802 1.398 0.020 -0.184
H -2.60584 -1.01022 -5.06112 0.149 -0.654 0.175
O 1.23610 -3.57707 -4.06468 -0.180 -0.320 1.084
H -4.84477 -1.92572 0.32504 0.908 -0.291 0.368
C -0.02023 3.57211 -6.50691 -1.302 -0.167 -0.522
H -0.12428 2.60005 1.82744 -0.240 -0.485 -0.031
C 2.93126 1.73998 2.82057 -2.454 3.001 -0.701
H 4.64616 -2.70649 -0.99118 -0.128 -0.256 0.096
H -4.73450 1.26112 1.37965 0.174 0.098 -0.677
H -0.64669 4.20372 1.46053 -0.298 0.263 -0.299
H -2.38730 2.30220 5.73509 0.323 -0.740 0.357
C -3.74222 -1.88896 0.49975 0.781 1.681 -0.153
H 1.96638 -3.83951 -6.48450 -0.531 1.219 -0.151
H -3.42910 -1.77826 1.56429 -0.574 -0.700 -0.531
C -3.05044 2.24626 -4.20674 0.307 1.713 1.021
H -6.11826 4.57168 2.12758 0.338 -0.445 0.120
C -3.63622 2.59087 3.26521 1.041 1.199 0.968
C 2.89092 -5.75767 4.34734 -1.378 -0.599 -0.805
N -3.09718 5.03937 1.23210 -4.228 0.087 -0.226
H 0.54246 -2.74367 -6.28831 0.320 0.130 0.064
O -1.01729 -4.80922 2.88601 -2.149 0.779 -0.483
C 4.26908 -2.20857 -0.10228 -1.837 -1.372 0.253
H -6.43132 -5.01235 3.45742 0.823 -0.236 0.258
H 4.00225 1.02083 4.46570 -0.027 0.048 0.844
C -0.01231 -4.07427 3.56122 0.812 -0.157 -0.351
O -2.63089 3.40654 -4.26418 -0.635 -2.017 -0.610
H -1.33198 -0.74438 3.26514 -0.297 -0.102 -0.076
C -0.53967 5.22624 -1.46853 0.439 -1.221 -1.951
N 0.02701 1.00171 -6.03800 -0.473 0.631 -0.443
H 0.42974 3.91972 2.78419 0.758 0.220 0.039
H -3.56393 3.07252 -1.06620 0.245 -0.231 -0.388
H -5.01958 -5.02855 4.64752 -0.460 0.084 -1.288
H 2.93446 0.70373 -2.53263 -0.665 -0.060 -1.050
H -1.87769 -2.83659 -0.12629 0.576 0.224 0.331
C 1.63375 -2.79083 -6.20276 0.898 -2.037 0.318
C -2.93656 -2.94145 -0.24716 -1.125 -0.502 0.443
H 1.94581 0.47899 -0.13190 -0.665 0.190 0.218
H -4.68221 1.50459 -6.92961 -0.354 -0.327 -0.118
N 2.83702 -3.81498 1.47677 0.698 0.802 -0.812
H 2.67370 -5.74421 3.24602 0.573 -0.191 0.912
C -5.12300 0.15105 3.10482 -0.125 -0.471 0.579
H 9.59455 0.38532 0.69626 0.661 0.643 0.490
O -4.91553 2.56051 2.93893 -0.877 0.222 0.651
H 1.50203 -4.98259 -0.68927 -0.813 0.591 0.442
```
Forces are in eV/Å.

Its HOMO energy is -10.27 eV. The total energy is -101841.060 eV. The total charge is 0. As for the frontier orbital gap: 10.73 eV. For the energy above the lowest of the compared OMol25 structures with the same formula, charge and spin, the calculation gives 0.00 kcal per mole.

---

4.
DFT (wB97M-V/def2-TZVPD) results for C4H6NS as an isolated structure in a non-equilibrium geometry.

Structure (XYZ):
```
12
Properties=species:S:1:pos:R:3:forces:R:3
C 0.79155 0.88024 0.31635 4.120 -3.472 0.479
S 2.43827 0.30227 -0.06870 -0.787 0.919 0.289
H -1.73208 -1.12150 0.54029 1.018 1.222 -0.277
C -1.08233 -0.24755 0.22793 -6.246 -0.368 -1.016
C 1.33777 -1.13025 -0.17473 -0.454 -3.307 0.777
H 1.37989 -2.00291 0.61866 0.746 1.805 -1.451
C -1.56508 0.92659 -0.27379 2.919 -2.299 -0.013
H 0.29496 1.64675 0.80321 -0.013 1.876 0.688
H 1.25578 -1.61355 -1.18452 -0.087 0.738 0.844
H -0.78355 1.56871 -0.73611 -1.659 -0.180 -0.125
H -2.56411 1.09548 -0.29812 -2.739 0.967 -0.017
N 0.22892 -0.30427 0.22953 3.182 2.098 -0.179
```
Forces are in eV/Å.

Its HOMO energy is -14.24 eV. The total energy is -16560.166 eV. The total charge is +1. As for the frontier orbital gap: 8.71 eV. For the energy above the lowest of the compared OMol25 structures with the same formula, charge and spin, the calculation gives 55.48 kcal per mole.

---

5.
DFT (wB97M-V/def2-TZVPD) results for one molecule with the formula CH4N2O2 in a non-equilibrium geometry.

Structure (XYZ):
```
9
Properties=species:S:1:pos:R:3:forces:R:3
C -0.60701 0.43419 -0.15582 -0.748 -2.442 -1.657
H -1.12471 0.22473 0.79098 -0.021 0.967 -0.264
O 0.41713 -0.58158 -0.21115 1.723 1.163 0.159
N 2.69902 -0.65845 -0.14482 1.818 -0.054 -0.417
H -1.23234 -0.01162 -1.02971 0.469 1.685 1.402
O 1.69304 1.19878 0.46512 0.516 -0.186 0.427
N 1.74541 0.06439 0.06529 -2.059 -0.313 -0.296
H 2.46951 -1.44215 -0.74702 -0.609 -0.235 0.480
H -0.11785 1.41838 -0.31099 -1.089 -0.586 0.165
```
Forces are in eV/Å.

Its HOMO energy is -10.68 eV. The total energy is -8172.479 eV. Its SMILES is [H]/N=[N+](/[O-])OC. The total charge is 0. As for the frontier orbital gap: 11.60 eV. For the energy above the lowest of the compared OMol25 structures with the same formula, charge and spin, the calculation gives 97.00 kcal per mole.

---

6.
DFT (wB97M-V/def2-TZVPD) results for C3HFO2Rb as an isolated structure in a non-equilibrium geometry.

Structure (XYZ):
```
8
Properties=species:S:1:pos:R:3:forces:R:3
O -0.30266 1.51519 -0.55628 0.505 -1.004 -0.312
C -0.78826 -1.38314 1.02430 0.498 0.912 -0.308
C 0.32518 -0.79782 0.45461 0.049 -0.572 0.455
H 1.32480 -0.89562 0.90192 -0.335 0.286 0.031
C 0.08189 1.12158 0.53876 -1.662 1.005 0.203
Rb -1.37994 0.00689 -3.06273 0.433 0.089 0.887
F 0.52216 -1.14142 -0.94049 -0.141 0.270 -0.588
O 0.21683 1.57435 1.63991 0.653 -0.985 -0.368
```
Forces are in eV/Å.

Its HOMO energy (alpha / beta) is -7.45 / -8.48 eV. The total energy is -10590.354 eV. As for the expectation value of S²: 0.762. The total charge is 0. Its spin multiplicity is 2. As for the frontier orbital gap (alpha / beta): 6.27 / 7.27 eV. For the energy above the lowest of the compared OMol25 structures with the same formula, charge and spin, the calculation gives 25.93 kcal per mole.